C20H42N2O33S8 | wB97M-V/def2-TZVPD

Structure (XYZ):
```
105
C20H42N2O33S8, DFT wB97M-V/def2-TZVPD
C 0.346 -1.656 0.790
N 0.458 -0.396 0.027
C 0.008 -0.486 -1.358
C -1.522 -0.569 -1.431
C -2.208 0.822 -1.386
S -2.760 1.286 0.224
O -1.701 1.353 1.173
O -3.901 0.481 0.543
O -3.322 2.768 -0.014
C 1.717 0.193 0.174
O 2.085 0.756 1.163
O 2.510 0.051 -0.927
C 3.339 1.163 -1.241
N 4.665 1.041 -0.675
H -0.385 -2.315 0.332
H 1.286 -2.188 0.892
H -0.025 -1.428 1.791
H 0.257 0.447 -1.857
H 0.427 -1.342 -1.898
H -1.930 -1.153 -0.601
H -1.840 -1.059 -2.350
H -3.118 0.762 -1.983
H -1.529 1.564 -1.811
H -2.570 3.334 -0.247
H 2.874 2.103 -0.931
H 3.397 1.195 -2.330
H 4.831 0.129 -0.278
H 5.375 1.274 -1.350
O 1.038 -4.429 0.526
S 0.002 -5.193 1.126
O -1.360 -4.972 0.801
O 0.203 -5.140 2.700
C 0.328 -6.461 3.244
C 0.952 -7.260 2.118
O 0.318 -6.747 0.933
H -0.669 -6.821 3.500
H 0.943 -6.430 4.139
H 0.765 -8.327 2.199
H 2.026 -7.081 2.040
O 5.417 3.300 -2.352
S 5.930 4.279 -1.457
O 7.317 4.351 -1.167
O 5.110 4.223 -0.100
C 4.520 5.500 0.186
C 4.285 6.112 -1.180
O 5.441 5.717 -1.938
H 5.229 6.085 0.775
H 3.604 5.359 0.753
H 4.215 7.195 -1.156
H 3.398 5.697 -1.662
O -2.151 -4.787 4.393
S -2.023 -3.377 4.246
O -0.908 -2.689 4.794
O -3.383 -2.698 4.724
C -3.941 -1.900 3.657
C -3.474 -2.584 2.396
O -2.134 -2.995 2.714
H -3.531 -0.890 3.729
H -5.022 -1.869 3.735
H -3.467 -1.919 1.538
H -4.067 -3.469 2.175
O -6.395 -3.583 2.772
S -7.409 -3.314 1.811
O -8.283 -2.211 1.980
O -8.270 -4.640 1.591
C -8.254 -5.019 0.206
C -6.915 -4.520 -0.290
O -6.742 -3.260 0.369
H -9.085 -4.526 -0.301
H -8.361 -6.096 0.121
H -6.881 -4.372 -1.365
H -6.106 -5.190 0.014
O 10.461 7.517 1.967
S 10.111 6.397 2.765
O 9.844 6.543 4.151
O 11.211 5.261 2.542
C 10.595 4.046 2.091
C 9.372 4.508 1.328
O 8.887 5.622 2.099
H 10.325 3.451 2.966
H 11.291 3.487 1.473
H 8.600 3.749 1.252
H 9.627 4.864 0.330
O 1.541 3.186 -5.473
S 1.312 1.943 -4.832
O 0.744 1.888 -3.530
O 2.660 1.099 -4.861
C 2.447 -0.176 -5.488
C 1.329 0.084 -6.477
O 0.455 0.989 -5.780
H 2.151 -0.893 -4.720
H 3.365 -0.507 -5.963
H 0.784 -0.815 -6.749
H 1.692 0.580 -7.378
O -9.017 0.195 -1.458
S -7.734 0.143 -0.852
O -7.086 -1.095 -0.616
O -7.774 0.989 0.495
C -6.771 2.017 0.477
C -6.622 2.360 -0.990
O -6.726 1.092 -1.653
H -5.848 1.610 0.889
H -7.103 2.861 1.077
H -5.665 2.817 -1.219
H -7.433 3.004 -1.339
```

The value obtained for the HOMO energy is -8.86 eV. As for the structure (SMILES): CN(CCCS(=O)(=O)O)C(=O)OCN.O=S1(=O)OCCO1.O=S1(=O)OCCO1.O=S1(=O)OCCO1.O=S1(=O)OCCO1.O=S1(=O)OCCO1.O=S1(=O)OCCO1.O=S1(=O)OCCO1. The total energy is -6565.04413 Eh.

Löwdin atomic charge list, values in e, 2 entries: atom 1 (C): -0.020, atom 2 (N): -0.073